C4H15O4 | ωB97M-V/def2-TZVPD

```
23
Properties=species:S:1:pos:R:3:forces:R:3:mulliken_charge:R:1
C 0.460 -0.176 2.335 3.46 0.73 -1.08 -0.79
O 0.634 1.160 1.993 -2.64 0.03 -0.58 -0.71
C 1.640 -0.938 1.628 0.55 -0.53 -0.81 -0.53
C 1.198 -0.903 0.132 1.60 -2.61 -0.08 -0.20
C 1.364 -2.383 -0.627 0.17 5.47 -1.64 -1.11
H 0.670 -0.215 3.361 -0.53 -0.79 2.12 0.41
H -0.434 -0.717 1.991 -0.30 0.32 0.39 0.37
H 1.696 -1.996 2.000 -0.13 0.52 -0.31 0.32
H 2.751 -0.543 1.711 -2.43 -0.22 0.31 0.26
H 1.810 -0.237 -0.433 0.26 0.76 -0.33 0.36
H 0.186 -0.530 0.117 -0.37 -0.14 -0.43 0.03
H 0.705 -2.194 -1.523 0.54 -1.14 0.83 0.24
H 1.044 -3.023 0.108 -0.67 -2.26 1.03 0.45
H 2.421 -2.443 -0.986 -0.87 -0.44 0.59 0.24
H -0.949 3.253 0.623 1.06 5.03 -0.14 0.17
H -0.436 1.638 1.502 2.13 1.17 -0.21 0.37
O -1.051 2.385 0.743 -1.99 -5.99 0.26 -0.92
H -2.662 1.440 -3.092 0.93 0.64 -0.67 0.37
H -4.000 1.029 -3.434 2.25 1.26 -2.42 0.31
O -3.156 1.421 -3.951 -3.06 -1.74 3.15 -0.66
H -1.202 0.631 -1.720 0.69 -2.99 0.08 0.32
H -1.345 1.809 -0.754 0.32 0.25 0.23 0.45
O -1.345 1.532 -1.724 -0.96 2.66 -0.28 -0.75
```
Forces are in eV/Å.

The calculated total energy is -12580.317 eV. The calculation puts the LUMO energy at 3.667 eV. The max |F| is 6.32 eV Å⁻¹. The value obtained for the HOMO-LUMO gap is 7.9 eV. The charge is -1.

=====

C2H9NOS | ωB97M-V/def2-TZVPD

```
14
Properties=species:S:1:pos:R:3:forces:R:3:mulliken_charge:R:1
C 0.733 -1.247 0.917 -0.14 1.57 0.60 -0.64
C -0.352 -0.509 0.123 0.42 -0.72 -0.62 -0.34
S 0.183 -0.349 -1.608 0.04 0.00 -0.15 -0.28
N 1.875 -0.406 1.184 0.10 0.29 -0.35 -0.38
H 0.236 -1.417 1.872 0.19 -0.78 0.09 0.30
H 1.088 -2.131 0.424 -0.30 -0.82 -0.10 0.39
H -1.284 -1.077 0.152 -0.03 0.21 0.08 0.33
H -0.449 0.477 0.536 -0.30 0.32 0.19 0.21
H -0.516 0.745 -1.929 -0.03 0.01 0.04 0.10
H 2.692 -0.516 0.619 0.08 -0.02 0.06 0.17
H 2.016 -0.011 2.089 0.02 -0.13 0.14 0.15
H -2.320 2.368 1.625 -0.21 0.22 -0.07 0.30
H -2.522 2.864 0.157 -0.15 0.10 0.24 0.29
O -2.016 2.274 0.720 0.32 -0.26 -0.17 -0.60
```
Forces are in eV/Å.

The SMILES is NCCS.O. The calculated total energy is -16592.306 eV. The calculation puts the LUMO energy at 0.630 eV. The max |F| is 1.69 eV Å⁻¹. The value obtained for the HOMO-LUMO gap is 9.2 eV. The charge is 0.

=====

Let's list ΔE to the lowest compared entry with this formula, charge and spin in order: 241.3 34.7 kJ/mol.